[1]
DFT (ωB97M-V with the def2-TZVPD basis set) results for C22H29NO4 in the gas phase.

Element x y z (Å)
C (10.84901, 0.93001, -0.54519)
C (9.70571, 1.27601, 0.01301)
C (8.36122, 0.83671, -0.48018)
O (7.59131, 0.44587, 0.64342)
C (6.32031, 0.02567, 0.46095)
C (5.66710, -0.05628, -0.76841)
C (4.36297, -0.50222, -0.83312)
C (3.66349, -0.88221, 0.31464)
C (2.30219, -1.36237, 0.29306)
C (1.51190, -1.50400, -0.78331)
C (0.14455, -2.00922, -0.71705)
O (-0.57370, -2.13010, -1.69244)
O (-0.24714, -2.33664, 0.52293)
C (-1.53118, -2.92703, 0.68879)
C (-2.66362, -1.88287, 0.78443)
O (-3.25779, -1.69166, 1.82420)
N (-2.90755, -1.26657, -0.38007)
C (-3.89977, -0.20640, -0.54734)
C (-5.29091, -0.75034, -0.19718)
C (-6.45496, -0.07981, -0.94073)
C (-7.34170, 0.81597, -0.07380)
C (-6.85182, 2.25160, 0.10297)
C (-5.54606, 2.41031, 0.88480)
C (-4.26370, 2.28428, 0.04749)
C (-3.45849, 1.00577, 0.28002)
C (4.33270, -0.79365, 1.54363)
C (5.63012, -0.35032, 1.61885)
H (11.79270, 1.28360, -0.16851)
H (10.88929, 0.28694, -1.40911)
H (9.67340, 1.91507, 0.88351)
H (7.86872, 1.67851, -0.99287)
H (8.46274, 0.00332, -1.18769)
H (6.16918, 0.22531, -1.68087)
H (3.88245, -0.55657, -1.79719)
H (1.89069, -1.63346, 1.25694)
H (1.83334, -1.25503, -1.78310)
H (-1.48283, -3.47409, 1.63158)
H (-1.73452, -3.61004, -0.14406)
H (-2.31871, -1.50398, -1.17049)
H (-3.87581, 0.05665, -1.61063)
H (-5.43500, -0.68804, 0.88004)
H (-5.28244, -1.81291, -0.45122)
H (-6.07954, 0.49735, -1.78744)
H (-7.09030, -0.86676, -1.35300)
H (-7.46977, 0.35447, 0.90738)
H (-8.33087, 0.86669, -0.53767)
H (-6.74759, 2.72206, -0.87778)
H (-7.63596, 2.79557, 0.63685)
H (-5.52628, 1.68968, 1.70251)
H (-5.55716, 3.40397, 1.33883)
H (-4.50017, 2.37521, -1.01414)
H (-3.61075, 3.12363, 0.29703)
H (-3.48653, 0.73371, 1.33559)
H (-2.41353, 1.20175, 0.01990)
H (3.81540, -1.08038, 2.44745)
H (6.14565, -0.28275, 2.56376)

Force components x, y, z for each atom (eV/Å):
0.058 0.014 -0.037
-0.368 -0.158 0.076
0.104 0.153 -0.391
0.027 -0.039 0.198
-0.381 -0.134 0.146
0.365 0.134 -0.061
-0.221 -0.114 0.306
0.632 0.230 -0.034
-0.700 -0.198 -0.365
0.417 0.106 0.312
-0.311 -0.141 -0.168
0.242 -0.041 0.110
0.282 0.192 0.071
-0.501 -0.249 0.041
0.640 -0.446 -0.318
-0.255 0.044 0.456
0.006 0.184 -0.506
0.026 -0.076 0.498
0.010 0.068 -0.280
-0.153 -0.071 0.277
-0.011 0.224 -0.338
-0.114 -0.179 0.321
-0.111 0.231 -0.268
0.124 -0.139 0.271
0.013 0.130 -0.334
-0.124 -0.009 -0.284
0.324 0.127 -0.124
0.158 0.118 0.095
-0.049 -0.173 -0.159
0.078 0.129 0.119
-0.010 -0.170 0.060
-0.042 0.104 0.050
0.061 0.026 -0.053
-0.037 -0.001 -0.119
-0.070 -0.036 0.051
0.025 0.023 -0.060
-0.072 0.140 -0.161
0.074 0.057 0.145
-0.052 -0.048 0.209
-0.004 -0.022 0.068
-0.008 -0.068 0.053
0.006 0.035 0.063
-0.017 0.012 -0.148
0.045 0.034 -0.073
-0.068 -0.045 0.058
-0.037 -0.031 0.072
-0.033 0.073 -0.048
-0.014 0.050 -0.068
0.009 -0.011 0.143
0.011 -0.055 0.064
0.007 0.104 -0.106
-0.018 0.002 -0.089
0.059 -0.015 0.020
-0.012 -0.045 0.030
-0.059 -0.033 0.096
0.051 0.004 0.113

Results
LUMO   -0.14 eV
SMILES   C=CCOc1ccc(/C=C/C(=O)OCC(=O)NC2CCCCCCC2)cc1
ΔE to the lowest compared entry with this formula, charge and spin   64.0 kcal/mol
Total energy   -32964.270 eV
Orbital gap   8.34 eV


[2]
DFT (ωB97M-V with the def2-TZVPD basis set) results for a molecular structure, C22H30BiCl5N3O.

Element x y z (Å)
Bi (0.43545, -0.18546, 0.55764)
C (0.72614, 3.18402, 2.19555)
C (-0.46152, 2.71212, 3.04839)
C (-1.74728, 3.39852, 2.59435)
C (-0.53928, 1.20107, 3.06510)
C (0.54130, 0.45169, 3.56386)
C (0.53041, -0.93595, 3.56060)
C (-0.60454, -1.65105, 3.13823)
C (-0.67825, -3.14175, 3.26364)
C (-1.71172, -0.90490, 2.71464)
C (-1.67507, 0.48891, 2.64794)
H (0.72461, 4.27058, 2.13075)
H (0.65542, 2.78296, 1.17125)
H (1.68320, 2.88121, 2.61762)
H (-0.26557, 3.02903, 4.07849)
H (-1.98620, 3.17373, 1.54843)
H (-1.62711, 4.47672, 2.67709)
H (-2.59475, 3.12021, 3.22068)
H (1.38743, 0.97055, 3.99970)
H (1.37421, -1.47906, 3.97190)
H (-0.98401, -3.39239, 4.28334)
H (0.28753, -3.62135, 3.10496)
H (-1.42816, -3.57441, 2.60072)
H (-2.64336, -1.42334, 2.51801)
H (-2.57013, 1.02604, 2.35856)
Cl (7.29333, 1.51976, -1.78000)
C (5.67401, 1.02221, -1.64009)
C (5.04799, 0.98302, -0.40033)
Cl (5.90298, 1.41646, 1.01213)
C (3.71304, 0.59059, -0.31826)
Cl (3.02712, 0.52526, 1.27010)
C (2.92748, 0.24226, -1.41717)
O (1.59188, -0.08921, -1.31389)
C (3.60261, 0.25941, -2.64924)
Cl (2.82022, -0.20784, -4.10698)
C (4.94354, 0.63785, -2.76728)
Cl (5.70568, 0.64321, -4.29256)
N (-0.20603, -0.82104, -3.72405)
C (-1.64845, -1.15314, -3.52045)
C (-1.81592, -2.42861, -2.69734)
C (-1.76942, -2.27575, -1.17274)
N (-0.37261, -2.23088, -0.59550)
C (-2.62442, -1.08544, -0.72676)
C (-2.38700, 0.24045, -1.45107)
N (-1.15294, 0.95528, -0.94511)
C (-2.42395, 0.04070, -2.96972)
H (0.27648, -1.59214, -4.19184)
H (0.36420, -0.59130, -2.88491)
H (-0.10395, -0.03000, -4.36509)
H (-2.03072, -1.35826, -4.52079)
H (-1.09649, -3.18533, -3.02563)
H (-2.80003, -2.83367, -2.93818)
H (-2.24548, -3.16689, -0.76209)
H (0.33214, -2.46673, -1.29101)
H (-0.29809, -2.93811, 0.13465)
H (-2.52560, -0.93810, 0.34499)
H (-3.66490, -1.36112, -0.91209)
H (-3.23539, 0.88043, -1.20660)
H (-1.45018, 1.74818, -0.37704)
H (-0.60731, 1.34562, -1.71077)
H (-2.12129, 0.95821, -3.48416)
H (-3.47129, -0.11307, -3.23456)

Force components x, y, z for each atom (eV/Å):
-0.066 -0.102 -0.428
-0.109 -0.045 0.254
-0.046 0.188 -0.144
0.094 -0.091 0.203
0.064 0.048 0.054
-0.027 0.058 -0.011
-0.011 -0.010 0.103
-0.051 0.109 -0.151
-0.018 -0.051 0.152
0.090 -0.045 0.059
0.070 -0.044 0.111
0.044 0.002 -0.090
-0.015 0.070 -0.067
0.043 -0.032 -0.068
0.011 -0.043 -0.001
-0.029 0.002 -0.020
-0.025 0.014 -0.055
-0.057 0.008 -0.067
0.059 0.013 -0.091
0.023 0.002 -0.038
0.003 -0.036 -0.020
-0.010 0.005 -0.036
0.028 -0.012 -0.015
0.009 -0.012 -0.128
0.019 0.006 -0.044
-0.036 -0.024 0.036
0.022 0.001 -0.040
0.047 0.024 0.030
-0.021 -0.017 -0.010
0.109 0.016 -0.215
-0.209 -0.067 0.251
0.155 0.042 -0.152
0.223 0.027 0.405
-0.032 0.009 0.146
-0.566 -0.135 -0.054
0.015 0.031 0.029
-0.053 0.000 0.085
0.542 0.108 -0.169
-0.581 -0.129 0.180
0.321 -0.034 0.146
-0.245 0.090 -0.016
-0.136 0.324 -0.048
0.089 -0.011 -0.137
-0.186 -0.181 0.012
0.014 -0.302 0.043
0.265 0.203 0.119
0.104 -0.080 0.022
-0.043 -0.009 -0.095
0.051 0.112 0.013
0.117 0.027 -0.042
-0.081 -0.075 -0.032
0.000 0.003 -0.027
0.114 -0.019 0.009
0.035 -0.116 0.043
0.012 -0.089 -0.089
-0.120 -0.023 0.129
-0.021 0.002 0.086
0.090 0.076 0.000
-0.009 0.078 -0.100
0.016 0.120 0.040
-0.097 0.019 -0.038
0.004 -0.004 -0.025

Results
LUMO   -10.34 eV
Charge   +3
ΔE to the lowest compared entry with this formula, charge and spin   10.0 kcal/mol
Total energy   -98245.532 eV
Orbital gap   6.02 eV


[3]
DFT (ωB97M-V with the def2-TZVPD basis set) results for a molecular structure, C22H30BiN7SSi2.

Element x y z (Å)
Bi (0.00170, -0.33620, 0.12340)
N (-1.70030, 2.45470, 3.06270)
C (-0.68800, 1.91120, 2.36150)
S (-0.45840, 0.17100, 2.58250)
N (0.04440, 2.66920, 1.62360)
N (0.94330, 2.04340, 0.84640)
C (2.04330, 2.60540, 0.50550)
C (2.40120, 3.98530, 0.89530)
C (1.61600, 5.05420, 0.47870)
C (1.94410, 6.34190, 0.86420)
C (3.03220, 6.56340, 1.69280)
C (3.80290, 5.49890, 2.12590)
C (3.49800, 4.21220, 1.72020)
C (3.01200, 1.80080, -0.24020)
C (3.94760, 2.39270, -1.09110)
C (4.84540, 1.57400, -1.75180)
C (4.80390, 0.20580, -1.52680)
C (3.83770, -0.28530, -0.66030)
N (2.96560, 0.48360, -0.04230)
H (-2.11080, 1.90860, 3.79950)
H (-1.74090, 3.45700, 3.12780)
H (0.75890, 4.86880, -0.15350)
H (1.34650, 7.17370, 0.52230)
H (3.28130, 7.56860, 1.99900)
H (4.64580, 5.66860, 2.78030)
H (4.08950, 3.37310, 2.05740)
H (3.95250, 3.46160, -1.24250)
H (5.56500, 1.98830, -2.44230)
H (5.49010, -0.46540, -2.01640)
H (3.75540, -1.34260, -0.44840)
C (-2.70020, -2.79150, 1.68120)
Si (-2.93210, -2.07750, -0.07410)
C (-4.82100, -2.14090, -0.35630)
C (-2.13160, -3.09460, -1.47640)
C (-2.27410, -0.28990, -0.13840)
Si (-2.60930, 0.84790, -1.61760)
C (-1.66560, 0.26140, -3.17310)
C (-4.45400, 1.01020, -2.06800)
C (-1.96780, 2.59150, -1.16000)
H (-2.71760, -3.87790, 1.66840)
H (-3.49240, -2.45240, 2.34430)
H (-1.75790, -2.48910, 2.12220)
H (-5.16810, -3.16670, -0.27670)
H (-5.10250, -1.78210, -1.33930)
H (-5.35900, -1.55290, 0.38110)
H (-2.02410, -4.13660, -1.19570)
H (-1.14520, -2.72260, -1.73130)
H (-2.73910, -3.06660, -2.37610)
H (-2.64230, 0.21440, 0.75150)
H (-2.01880, -0.70930, -3.50440)
H (-0.59740, 0.17990, -2.98760)
H (-1.80210, 0.95430, -3.99900)
H (-4.86750, 0.05540, -2.37010)
H (-4.59260, 1.70000, -2.89470)
H (-5.04100, 1.37440, -1.23150)
H (-0.88410, 2.61390, -1.08880)
H (-2.35860, 2.91280, -0.19900)
H (-2.26160, 3.33120, -1.89880)
N (2.40920, -6.45480, 0.39580)
C (1.67320, -5.57220, 0.33890)
N (0.79120, -4.64810, 0.19160)
C (0.56110, -3.48390, 0.48500)
N (0.14820, -2.39900, 0.70380)

Force components x, y, z for each atom (eV/Å):
-0.086 0.868 -0.441
-0.290 0.079 0.290
0.479 -0.759 -0.178
0.135 -0.012 0.221
-0.297 1.425 0.059
0.469 -0.892 -0.280
-0.784 0.457 0.542
-0.071 0.211 0.140
0.089 -0.019 -0.069
-0.059 0.019 -0.034
0.013 0.101 -0.005
0.142 -0.009 0.072
-0.140 -0.079 -0.113
0.511 -0.127 -0.458
-0.185 -0.116 0.109
0.023 -0.227 -0.021
-0.083 0.138 -0.013
0.297 -0.170 -0.270
-0.270 0.069 0.348
-0.043 0.047 -0.034
0.044 0.089 0.011
-0.068 -0.002 0.000
-0.059 0.069 -0.016
0.012 0.080 0.031
0.050 0.023 0.033
0.100 -0.057 0.026
-0.011 0.072 0.045
0.066 0.073 -0.009
0.093 -0.075 -0.036
0.085 -0.151 -0.052
0.106 0.274 -0.540
-0.538 0.079 0.065
0.670 0.086 -0.010
-0.227 0.311 0.543
-0.085 -0.373 -0.772
-0.185 0.242 -0.136
-0.358 0.145 0.630
0.667 -0.133 0.171
-0.241 -0.658 -0.182
-0.053 -0.215 -0.058
-0.213 0.078 -0.017
0.083 0.011 0.075
-0.034 -0.258 0.064
-0.050 0.057 -0.208
-0.056 0.135 0.163
0.051 -0.237 0.099
0.242 0.038 -0.102
-0.161 0.098 -0.138
-0.064 0.145 0.247
-0.070 -0.250 -0.032
0.238 -0.015 0.000
-0.037 0.181 -0.067
-0.081 -0.194 -0.072
0.066 0.187 -0.165
-0.090 0.061 0.223
0.263 0.005 0.015
-0.086 0.020 0.206
-0.073 0.083 -0.211
0.467 -0.490 0.116
0.617 -0.346 0.080
-0.874 -0.282 -0.509
-0.296 0.775 0.153
0.239 -0.681 0.470

Results
LUMO   -0.38 eV
ΔE to the lowest compared entry with this formula, charge and spin   20.0 kcal/mol
Total energy   -66162.675 eV
Orbital gap   7.88 eV


[4]
DFT (ωB97M-V with the def2-TZVPD basis set) results for 6 unconnected molecules or ions with the total composition C22H30F2N5O17S.

Element x y z (Å)
N (1.94545, 1.15889, -1.69244)
C (2.82844, 2.18081, -2.29403)
N (4.25131, 1.84192, -2.38586)
C (5.04583, 2.35183, -1.22686)
C (6.53229, 1.71988, -1.39069)
O (7.51991, 2.08129, -0.74088)
F (6.75206, 0.69608, -2.38714)
N (2.30473, 3.34407, -2.72229)
F (3.21237, 4.22721, -3.22914)
C (0.84666, 3.65026, -2.65991)
C (0.33397, 4.22651, -1.24979)
S (-0.86689, 3.14057, -0.34242)
C (-1.92783, 2.21335, -1.51315)
N (-1.63547, 1.20282, -2.48207)
N (-2.69205, 0.68593, -3.17339)
C (-3.81100, 1.43012, -2.60583)
O (-3.35040, 2.33567, -1.62581)
H (1.45273, 1.63825, -0.91493)
H (2.55471, 0.45156, -1.20179)
H (4.26895, 0.79796, -2.37737)
H (4.60731, 2.11776, -0.19789)
H (5.21573, 3.49531, -1.26874)
H (0.28924, 2.72908, -3.04388)
H (0.66217, 4.48231, -3.44536)
H (-0.07828, 5.31373, -1.39242)
H (1.25703, 4.33642, -0.55713)
H (-4.86860, 1.20420, -2.96296)
C (1.10173, -3.30283, -1.99906)
C (2.29697, -4.10222, -1.58967)
O (3.25227, -3.09862, -1.25358)
C (2.55858, -1.98163, -0.93547)
O (3.05023, -0.99187, -0.44183)
O (1.24260, -2.10876, -1.23770)
H (0.16312, -3.80658, -1.76441)
H (1.11128, -3.04656, -3.06256)
H (2.10467, -4.72041, -0.70631)
H (2.66794, -4.73916, -2.39434)
C (0.51099, -6.06302, 3.64970)
C (1.04272, -4.66796, 3.53861)
O (1.50263, -4.60612, 2.19381)
C (0.81492, -5.54742, 1.49344)
O (0.83730, -5.65077, 0.29496)
O (0.09995, -6.35447, 2.31877)
H (-0.32921, -6.13546, 4.34123)
H (1.27894, -6.78181, 3.94823)
H (0.26593, -3.91101, 3.68174)
H (1.85631, -4.47664, 4.23690)
C (-3.20586, 8.27278, -1.97604)
C (-3.03142, 7.23283, -3.03968)
O (-1.62789, 7.23977, -3.26673)
C (-1.04158, 7.72492, -2.13785)
O (0.14484, 7.70898, -1.92717)
O (-1.96725, 8.22868, -1.27914)
H (-4.03706, 8.04875, -1.30594)
H (-3.34317, 9.27604, -2.38919)
H (-3.33054, 6.23546, -2.70347)
H (-3.57460, 7.47602, -3.95398)
C (-5.45354, -2.64961, -1.57383)
C (-6.87899, -3.06599, -1.37369)
O (-7.51737, -1.85303, -0.99814)
C (-6.76022, -0.83467, -1.48605)
O (-7.09622, 0.31646, -1.49435)
O (-5.57027, -1.28860, -1.96603)
H (-4.95207, -3.23494, -2.34602)
H (-4.86785, -2.70268, -0.65145)
H (-7.33976, -3.43811, -2.29335)
H (-6.98733, -3.82028, -0.59295)
C (2.38387, -2.93972, 8.22761)
C (1.51786, -2.60855, 7.05010)
O (1.35932, -3.86554, 6.40581)
C (1.56344, -4.82732, 7.34956)
O (1.34236, -5.99266, 7.18235)
O (2.04828, -4.29319, 8.50202)
H (2.17535, -2.30530, 9.09030)
H (3.45065, -2.88086, 7.99287)
H (0.53280, -2.23601, 7.34591)
H (1.98397, -1.88410, 6.38020)

Force components x, y, z for each atom (eV/Å):
2.596 3.463 -0.389
-0.234 -1.683 1.276
-2.615 0.249 0.366
1.621 0.211 -0.337
3.739 0.663 1.689
-4.598 -1.437 -2.674
-1.398 2.213 2.010
0.613 -2.755 1.196
-0.763 -0.077 0.184
-0.918 1.625 -1.137
0.847 1.168 -0.935
-0.846 -1.008 -0.880
-1.866 -3.655 -4.692
1.245 2.154 2.401
-3.197 4.820 4.170
4.550 -1.545 -0.684
-0.232 -1.086 -1.328
-0.533 -0.461 -0.846
-0.620 0.206 -0.546
0.191 1.039 0.018
0.769 -0.050 -1.340
-0.339 -1.910 -0.178
0.816 1.001 0.826
0.527 -1.412 1.222
0.716 -2.204 0.201
-1.695 -0.316 -0.864
1.376 0.977 1.304
-0.698 -0.545 -0.637
0.117 -1.302 -0.058
-0.228 1.624 0.351
-0.058 -0.884 -0.173
0.031 -0.240 -0.238
1.072 0.637 0.504
0.096 0.208 0.141
-0.007 0.084 0.090
0.159 0.400 -0.440
0.174 0.240 0.065
-0.126 -0.478 0.918
0.224 0.561 0.761
-0.323 -0.544 -0.748
-0.163 -0.277 -0.337
-0.377 -0.141 1.133
0.391 0.570 -0.823
0.038 -0.096 -0.215
-0.067 0.065 -0.029
0.049 -0.049 -0.035
-0.045 0.018 -0.318
-0.813 0.467 0.222
-0.723 -0.385 -0.490
0.500 0.171 0.523
0.987 0.281 0.289
-1.227 -0.254 -0.216
0.670 -0.386 -0.428
0.231 0.053 0.076
0.048 -0.077 0.021
0.033 0.056 0.006
0.243 -0.059 0.008
0.753 -0.567 -0.040
-0.351 -0.836 0.024
0.444 0.606 -0.192
-0.566 0.872 0.117
0.437 -0.857 -0.087
-0.486 0.274 0.113
-0.006 0.243 0.001
-0.060 0.030 -0.041
0.037 0.054 0.053
-0.129 0.207 -0.010
0.497 0.527 0.530
-0.244 0.863 -0.270
0.104 -0.326 0.373
-0.117 -1.254 0.247
0.153 1.028 -0.055
-0.336 -0.245 -0.646
0.005 -0.241 0.003
-0.073 -0.022 -0.004
0.061 -0.060 0.000
-0.077 -0.203 -0.073

Results
LUMO   -3.34 eV
Charge   +1
Total energy   -81816.134 eV
Orbital gap   8.62 eV